[1]
# C8H15N2O

2 unconnected molecules or ions with the total composition C8H15N2O at a distorted geometry (wB97M-V/def2-TZVPD, the OMol25 dataset).

Last column: Mulliken charge in e.
Geometry (Å):
C: 0.873 1.918 -1.081  -0.1002
C: 0.389 2.196 0.199  -0.7033
C: 1.444 0.739 -1.387  -0.7228
C: 0.324 1.240 1.130  -1.0295
C: 1.590 -0.367 -0.324  -0.1946
C: 0.662 -0.185 0.893  0.7650
C: -2.269 0.605 0.151  -1.1764
C: -1.509 -0.645 0.122  -0.0077
N: 0.730 -0.957 2.039  -0.4743
N: 1.178 -1.655 -1.054  -0.3938
O: -1.276 -1.264 -1.114  -0.6284
H: 0.749 2.766 -1.876  0.3210
H: 0.144 3.190 0.284  0.4846
H: 2.009 0.494 -2.388  0.2490
H: -0.237 1.429 2.016  0.5386
H: 2.675 -0.536 -0.186  0.4509
H: -2.252 0.953 1.262  0.2572
H: -3.137 0.637 -0.371  0.4848
H: -1.618 1.323 -0.265  0.3429
H: -1.699 -1.435 0.817  0.4197
H: 1.335 -1.791 2.068  0.2467
H: 0.955 -0.227 2.732  0.3108
H: 1.920 -2.144 -1.622  0.3272
H: 0.101 -1.513 -1.426  0.4032
H: 1.006 -2.427 -0.407  0.3857
H: -1.402 -0.583 -1.791  0.4440

## Properties
Total energy in Eh: -498.17798
LUMO level (alpha / beta) in eV: -3.68 / -3.68
E_HOMO (alpha / beta) in eV: -11.1 / -11.1
Energy relative to the best compared isomer or geometry (same formula, charge and spin) in kcal/mol: 119.38
Net charge: +1
Frontier orbital gap (alpha / beta) in eV: 7.40 / 7.40

---

[2]
# C8H15N2O

A gas-phase ion, C8H15N2O (charge +1) at a distorted geometry (wB97M-V/def2-TZVPD, the OMol25 dataset).

Last column: Löwdin spin population.
Geometry (Å):
C: 1.098 0.181 -1.469  0.0128
C: 1.108 -0.219 1.568  0.0114
C: 0.396 -1.153 -1.615  0.0004
C: 0.361 -1.479 0.944  0.0013
C: 0.162 1.353 -1.074  0.0218
C: 0.163 0.950 1.536  0.0212
C: -0.457 -1.307 -0.376  0.0050
C: -0.566 0.983 0.195  0.2363
N: -1.773 2.217 0.302  0.8707
N: -1.373 -0.208 -0.050  0.0170
O: -2.831 1.730 0.372  0.7833
H: 2.022 0.142 -0.887  0.0002
H: 1.534 0.479 -2.395  0.0015
H: 1.296 -0.447 2.605  0.0013
H: 2.149 -0.225 1.065  0.0001
H: -0.159 -1.301 -2.560  0.0000
H: 1.021 -2.008 -1.694  0.0001
H: 1.034 -2.248 0.752  0.0000
H: -0.291 -1.613 1.763  0.0001
H: 0.710 2.282 -0.958  0.0006
H: -0.552 1.622 -1.763  0.0049
H: -0.521 1.015 2.383  0.0025
H: 0.574 1.941 1.677  0.0015
H: -1.021 -2.281 -0.276  0.0019
H: -2.094 0.160 -0.779  0.0028
H: -1.987 -0.563 0.733  0.0013

## Properties
Total energy in Eh: -498.16993
LUMO level (alpha / beta) in eV: -3.10 / -5.48
Spin multiplicity: 3
E_HOMO (alpha / beta) in eV: -12.1 / -15.0
Energy relative to the best compared isomer or geometry (same formula, charge and spin) in kcal/mol: 0.00
Net charge: +1
Frontier orbital gap (alpha / beta) in eV: 9.02 / 9.52

---

[3]
# C8H15N2S

A gas-phase ion, C8H15N2S (charge +1) at a distorted geometry (wB97M-V/def2-TZVPD, the OMol25 dataset).

Last column: Mulliken charge in e.
Geometry (Å):
C: -0.955 -1.641 1.005  -0.1060
C: 2.923 0.658 0.397  -1.2205
C: 2.366 -0.637 0.806  0.5964
C: 1.146 -0.647 1.174  0.0735
C: 3.177 -1.997 0.779  -1.2162
C: -0.942 1.536 -0.739  -1.0597
C: -3.299 1.283 -0.397  -1.0276
C: -2.049 -0.418 -1.690  -0.6668
N: -0.069 -0.833 1.574  0.0265
N: -2.070 0.845 -1.102  0.1411
S: -1.915 -1.837 -0.251  0.0721
H: 2.236 1.391 -0.091  0.3381
H: 3.435 0.965 1.253  0.3630
H: 2.695 -2.625 1.455  0.4354
H: 3.233 -2.363 -0.197  0.3379
H: 4.170 -1.673 1.123  0.3657
H: -0.090 0.887 -0.840  0.2642
H: -0.803 2.446 -1.491  0.2944
H: -0.904 1.974 0.250  0.3869
H: -3.345 0.978 0.624  0.4073
H: -3.582 2.348 -0.389  0.3419
H: -4.188 0.747 -0.729  0.3374
H: 3.538 0.405 -0.413  0.4063
H: -3.035 -0.662 -2.116  0.4042
H: -1.274 -0.552 -2.463  0.4142
H: -0.399 -0.578 2.467  0.2901

## Properties
Total energy in Eh: -821.04665
LUMO level (alpha / beta) in eV: -4.36 / -4.36
E_HOMO (alpha / beta) in eV: -11.2 / -11.2
Energy relative to the best compared isomer or geometry (same formula, charge and spin) in kcal/mol: 148.13
Net charge: +1
Frontier orbital gap (alpha / beta) in eV: 6.85 / 6.85

---

[4]
# C8H15N3O5

A molecular structure, C8H15N3O5 at a distorted geometry (wB97M-V/def2-TZVPD, the OMol25 dataset).

Last column: Mulliken charge in e.
Geometry (Å):
C: -0.723 1.449 0.181  1.0114
C: -0.888 0.322 -0.848  -0.2558
C: -2.143 2.034 0.426  -1.0080
C: -2.591 3.310 -0.446  0.4367
C: 0.825 -1.395 0.145  0.0488
C: 1.798 -0.414 1.001  0.1803
C: 1.731 -2.494 -0.358  0.4047
C: 2.352 -3.347 0.753  -1.5536
H: 1.291 2.071 0.472  0.2813
H: 0.189 3.332 0.190  0.3309
H: -0.428 0.833 0.982  -0.0297
H: -2.634 1.172 0.162  0.5463
H: -2.312 2.292 1.510  0.3026
H: -3.637 3.687 -2.442  0.3198
H: -3.233 1.894 -2.039  0.3021
H: -0.292 -1.292 -1.574  0.2922
H: 0.047 -1.694 0.921  0.4023
H: 2.503 -2.055 -0.966  0.2918
H: 1.454 -4.384 -1.106  0.3913
H: 3.035 -4.174 0.438  0.4685
H: 1.597 -3.580 1.402  0.4752
H: 3.085 -2.719 1.320  0.3401
H: 0.590 -0.824 2.695  0.4319
N: 0.415 2.368 -0.153  -0.7228
N: -3.020 2.989 -1.631  -0.4566
N: 0.152 -0.633 -0.895  -0.2106
O: -1.779 0.182 -1.769  -0.7087
O: -2.556 4.454 0.095  -0.6661
O: 2.600 0.313 0.477  -0.5090
O: 0.987 -3.218 -1.339  -0.6244
O: 1.587 -0.478 2.393  -0.5130

## Properties
Total energy in Eh: -854.15671
LUMO level in eV: -0.17
E_HOMO in eV: -9.5
Energy relative to the best compared isomer or geometry (same formula, charge and spin) in kcal/mol: 135.49
Frontier orbital gap in eV: 9.30

---

[5]
# C8H15N3OS

2 unconnected molecules or ions with the total composition C8H15N3OS at a distorted geometry (wB97M-V/def2-TZVPD, the OMol25 dataset).

Last column: Mulliken charge in e.
Geometry (Å):
C: 0.202 -2.043 -0.625  -0.3028
C: 1.327 -0.774 0.712  -0.2072
C: 1.021 -2.093 0.487  0.2444
C: 1.522 -3.183 1.424  -1.2072
C: 1.638 1.865 -1.706  -1.3570
C: -0.962 2.438 0.958  -1.2726
C: 0.978 1.462 -0.378  0.4649
C: -0.291 2.295 -0.211  0.0184
N: -0.036 -0.809 -1.036  -0.8180
N: -2.870 -0.693 1.081  -0.5290
N: 0.807 -0.003 -0.271  0.5711
O: -2.572 0.570 -1.502  -0.5731
S: -3.353 0.347 0.037  0.2508
H: -0.229 -2.894 -1.171  0.4108
H: 2.133 -0.312 1.259  0.3317
H: 1.288 -4.293 1.114  0.2754
H: 2.621 -3.193 1.654  0.2939
H: 1.097 -3.010 2.397  0.2919
H: 0.895 2.164 -2.477  0.3169
H: 2.328 1.058 -1.987  0.3761
H: 2.311 2.736 -1.504  0.3444
H: -0.552 2.059 1.830  0.3610
H: -1.864 -0.133 -1.656  0.4494
H: -1.916 2.863 1.113  0.4470
H: 1.675 1.690 0.381  0.2665
H: -0.843 2.683 -1.067  0.1297
H: -2.285 -0.209 1.678  0.2368
H: -4.072 -0.587 -0.536  0.1860

## Properties
Total energy in Eh: -951.37407
LUMO level in eV: 0.83
E_HOMO in eV: -8.9
Energy relative to the best compared isomer or geometry (same formula, charge and spin) in kcal/mol: 74.76
Frontier orbital gap in eV: 9.77

---

[6]
# C8H15N4O2

A gas-phase ion, C8H15N4O2 (charge +1) at a distorted geometry (wB97M-V/def2-TZVPD, the OMol25 dataset).

Last column: Mulliken charge in e.
Geometry (Å):
C: 1.245 -0.814 -0.655  0.5542
C: 2.426 1.113 0.076  0.6423
C: 0.471 2.015 -0.335  0.6636
C: 1.369 -2.176 -1.192  -1.3167
C: -1.893 0.874 1.541  -1.1703
C: -2.580 -0.051 -0.745  -1.3904
C: 3.393 -1.064 0.543  -1.0049
C: -1.782 1.046 0.002  -0.0147
N: 0.146 -0.205 -0.821  -0.8640
N: 2.390 -0.179 -0.152  0.1259
N: 0.025 3.105 0.246  -0.2852
N: -0.306 0.938 -0.280  0.7913
O: 3.155 1.705 0.861  -0.5484
O: 1.621 1.841 -0.842  -0.3504
H: 0.568 -2.232 -1.920  0.3860
H: 1.302 -2.838 -0.342  0.3232
H: 2.358 -2.261 -1.667  0.3624
H: -1.292 0.063 1.878  0.3369
H: -1.479 1.814 1.915  0.3464
H: -2.886 1.050 1.820  0.4468
H: -2.720 0.085 -1.753  0.4687
H: -3.554 -0.240 -0.319  0.3610
H: -1.927 -0.929 -0.792  0.3052
H: 2.780 -1.769 1.214  0.3604
H: 4.068 -1.681 -0.001  0.3250
H: 4.134 -0.511 1.082  0.3759
H: -2.064 2.052 -0.472  0.3879
H: -0.645 3.087 0.983  0.1137
H: 0.505 3.954 0.329  0.2678

## Properties
Total energy in Eh: -683.03259
LUMO level in eV: -3.34
E_HOMO in eV: -13.4
Energy relative to the best compared isomer or geometry (same formula, charge and spin) in kcal/mol: 54.10
Structure (SMILES): CC1=N[N+](C(C)C)=C(N)OC(=O)N1C
Net charge: +1
Frontier orbital gap in eV: 10.03